Record 1
Formula: C3H4NO2S
Source: the OMol25 dataset
Level of theory: ωB97M-V/def2-TZVPD

Geometry as XYZ:
```
11
Properties=species:S:1:pos:R:3:forces:R:3:nbo_charge:R:1
C 0.63336 0.40062 -0.17214 0.96 0.07 1.24 -0.44
C 2.26908 -0.21384 -0.04655 -2.69 1.89 2.05 0.84
C -1.62264 0.21840 0.25616 1.55 -1.67 0.23 -0.12
N -0.59821 -0.36136 -0.23379 -0.61 0.70 0.00 -0.38
O 2.93575 0.60425 0.60533 0.39 -0.53 -0.56 -0.77
O 2.40958 -1.25889 -0.61937 1.02 -1.60 -0.91 -0.73
S -3.23769 -0.52892 0.07697 -0.29 1.13 0.52 -0.08
H 0.55482 1.32904 0.51433 0.14 -1.13 -1.35 0.15
H 0.77981 0.53097 -1.22372 0.07 1.32 -0.79 0.21
H -1.41335 0.97571 1.00289 -0.86 0.83 -0.10 0.17
H -2.71052 -1.69599 -0.16012 0.30 -1.00 -0.32 0.14
```
Forces are in eV/Å.

Kohn-Sham gap, eV: 6.660
E_HOMO, eV: -3.630
Charge: -1
SMILES: O=C([O-])C/N=C/S

Record 2
Formula: HNO2S2
Source: the OMol25 dataset
Level of theory: ωB97M-V/def2-TZVPD

Geometry as XYZ:
```
6
Properties=species:S:1:pos:R:3:forces:R:3:nbo_charge:R:1
N -0.90032 -0.44030 0.47157 0.48 -0.17 0.48 -0.88
O 1.52093 0.19064 1.17779 0.35 -0.01 0.31 -0.82
O 0.54337 1.72076 -1.15965 0.09 -4.59 3.57 -0.66
S -0.06427 -1.62387 -0.62007 0.27 0.36 -0.03 0.20
S 0.61192 0.16576 0.09124 -1.35 3.99 -3.93 1.75
H -1.71162 -0.01300 0.03913 0.16 0.43 -0.40 0.41
```
Forces are in eV/Å.

Kohn-Sham gap (spin up / spin down), eV: 8.303 / 8.304
E_HOMO (spin up / spin down), eV: -10.397 / -10.396
SMILES: O=S1(=O)NS1

Record 3
Formula: C55H47N6OPSSeZn
Source: the OMol25 dataset
Level of theory: ωB97M-V/def2-TZVPD

Geometry as XYZ:
```
113
Properties=species:S:1:pos:R:3:forces:R:3:lowdin_charge:R:1
Zn -0.32374 1.51065 0.26401 0.34 -0.55 0.50 0.19
C 0.78619 -1.20063 4.90679 0.53 -0.02 0.80 -0.02
N 0.61689 -0.07287 4.05901 0.61 0.38 -0.88 -0.08
C 0.85319 -0.09679 2.71930 -1.60 0.63 -1.15 -0.38
N 0.59732 1.12504 2.19042 0.74 -0.84 0.90 0.05
C 0.32429 1.98086 3.23725 0.47 -1.53 -0.36 -0.15
C 0.33730 1.20165 4.41807 -0.53 3.31 0.57 -0.09
C 0.23853 1.86381 5.81303 1.75 -0.59 -0.11 -0.12
C 1.45507 2.42020 6.38147 -1.84 -0.84 -0.16 0.00
C 1.45229 2.99422 7.66560 -2.54 -1.55 -2.40 -0.06
C 0.23892 3.10684 8.34367 -0.53 -0.64 -1.53 -0.07
C -0.93946 2.60620 7.77154 0.25 0.22 -0.29 -0.06
C -0.95275 1.94979 6.53165 3.75 1.58 1.51 -0.04
C 0.25001 3.45053 2.99156 -0.41 -0.88 0.26 -0.22
C 1.23874 4.06091 2.22407 1.56 0.96 0.58 -0.08
C 1.38977 5.46391 2.26030 -1.48 0.47 -0.50 -0.05
C 0.35211 6.29700 2.83913 1.25 -3.49 0.10 -0.05
C -0.68110 5.62884 3.50886 1.28 -1.55 -1.43 -0.06
C -0.76196 4.19603 3.55157 1.51 2.93 -0.43 -0.01
P 0.79506 -1.69028 1.76484 0.94 0.42 0.37 1.15
C -0.77962 -1.44286 0.93349 -2.96 -0.56 -1.27 -0.42
N -1.39669 -0.27476 0.76993 -0.43 0.24 -0.09 0.04
C -2.68982 -0.44301 0.24235 2.16 -1.73 0.54 -0.15
C -2.81811 -1.79874 0.03296 1.01 -0.88 0.00 -0.12
N -1.66369 -2.46715 0.47799 1.65 2.13 0.72 -0.02
C -1.38442 -3.93408 0.47188 -1.69 1.45 0.86 0.01
C -3.84645 -2.60139 -0.61873 -2.16 -0.31 1.64 -0.19
C -3.71243 -3.11650 -1.87167 0.37 -0.51 -2.44 -0.03
C -4.73148 -3.85558 -2.48729 0.73 -0.42 -0.69 -0.06
C -5.87191 -4.11606 -1.81010 -2.30 -0.15 -0.49 -0.13
C -6.07516 -3.59551 -0.57253 0.52 -0.77 3.29 -0.08
C -5.03662 -2.92769 0.10440 0.03 0.07 -3.01 0.02
C -3.62026 0.65638 0.01299 0.45 0.51 1.55 -0.19
C -3.86818 1.58374 1.05203 -0.59 -0.61 -1.37 -0.04
C -4.81713 2.55996 0.91345 -0.34 0.48 0.44 -0.08
C -5.48678 2.66093 -0.30248 -0.90 1.33 -0.40 -0.08
C -5.13648 1.86939 -1.39876 0.37 0.40 0.93 -0.05
C -4.22242 0.83552 -1.18970 -0.75 -0.17 -2.20 -0.05
C 1.97210 -1.27222 0.43904 -0.10 -0.28 -0.79 -0.44
N 1.64341 -0.41085 -0.52392 -0.37 -0.10 1.17 0.13
C 2.63432 -0.44772 -1.42022 1.61 -0.08 -0.50 -0.20
C 3.61346 -1.33947 -1.00687 0.56 -0.15 -0.78 -0.12
N 3.17235 -1.92195 0.14744 -1.13 0.64 0.65 -0.04
C 3.78513 -2.95006 1.03958 -2.38 -0.74 -3.55 0.02
C 4.89257 -1.64295 -1.70093 0.57 1.34 -0.18 -0.17
C 5.83587 -0.62913 -2.05428 -1.61 -0.68 1.65 -0.01
C 7.00818 -0.98614 -2.69213 0.49 2.43 -0.26 -0.09
C 7.26341 -2.28167 -3.10097 -0.51 -1.63 0.68 -0.08
C 6.39222 -3.31557 -2.69601 -0.37 2.29 -0.39 -0.05
C 5.19683 -2.91614 -2.06833 1.14 -1.63 -0.35 -0.06
C 2.70596 0.30671 -2.69373 -1.88 -0.57 -0.20 -0.17
C 2.74076 -0.40523 -3.90797 0.97 0.31 -1.62 -0.02
C 2.70518 0.28929 -5.14484 -1.06 -2.23 0.45 -0.10
C 2.42699 1.62220 -5.19136 0.60 0.53 -1.83 -0.14
C 2.36697 2.28339 -4.00603 -0.32 2.97 2.07 -0.11
C 2.39108 1.66764 -2.74685 1.13 0.19 -0.48 -0.05
H 1.74716 -1.22094 5.37234 0.85 0.53 0.55 0.09
H 0.05936 -1.13556 5.68665 -0.62 -0.49 0.40 0.10
H 0.82431 -2.11133 4.34943 -0.84 -0.53 -0.41 0.04
H 2.36558 2.34604 5.79135 -0.09 0.05 0.19 0.11
H 2.36974 3.25538 8.01707 2.23 1.15 1.36 0.07
H 0.15108 3.63705 9.24471 0.12 0.48 1.22 0.09
H -1.89658 2.79086 8.24958 0.18 -0.14 0.19 0.10
H -1.80582 1.58235 6.15469 -3.02 -1.28 -1.34 0.07
H 2.02242 3.42367 1.76581 -0.66 0.59 0.23 0.12
H 2.22025 5.95482 1.72114 -0.53 -0.47 0.36 0.10
H 0.43822 7.35165 2.81945 -0.03 0.82 -0.01 0.08
H -1.43019 6.20714 3.93532 -1.41 0.82 0.81 0.07
H -1.56493 3.75025 4.03961 -1.19 -0.77 0.88 0.09
H -2.19646 -4.31208 -0.16463 0.37 -0.57 0.64 0.09
H -0.45194 -4.16178 0.03777 1.12 0.03 -0.76 0.05
H -1.34386 -4.28625 1.52639 -0.50 -0.02 -0.79 0.10
H -2.84128 -2.94444 -2.50961 0.01 0.16 0.54 0.10
H -4.66702 -4.31044 -3.47730 0.57 0.49 0.14 0.12
H -6.77950 -4.61090 -2.19635 1.00 -0.13 -0.40 0.12
H -6.92620 -4.04052 -0.00227 0.47 1.14 -0.39 0.12
H -5.18555 -2.50840 1.04196 -0.18 0.47 1.75 0.09
H -3.42188 1.51805 1.98624 1.19 -0.45 1.47 0.09
H -5.00283 3.25033 1.78244 0.00 -0.75 -1.19 0.12
H -6.27592 3.44921 -0.36717 0.80 -0.71 -0.30 0.11
H -5.42790 2.12021 -2.41243 -0.46 -0.23 0.20 0.11
H -4.00184 0.20136 -2.07124 0.06 0.31 0.89 0.09
H 4.81369 -2.84051 0.95014 1.89 0.15 0.54 0.07
H 3.29331 -2.75761 1.93684 0.01 -0.12 1.94 0.03
H 3.48245 -3.97284 0.63477 0.46 1.19 0.68 0.12
H 5.55254 0.36172 -1.64965 0.77 -0.37 -0.73 0.13
H 7.70770 -0.11708 -2.86398 -0.57 -1.36 -0.15 0.13
H 8.11978 -2.56760 -3.68464 0.41 0.28 0.00 0.10
H 6.56360 -4.34567 -2.94856 0.06 -0.17 -0.09 0.10
H 4.49745 -3.68394 -1.88676 -0.86 -0.84 0.40 0.10
H 2.87666 -1.49097 -4.07608 -0.09 0.61 1.04 0.12
H 2.65971 -0.30404 -6.07394 0.32 0.29 0.55 0.11
H 2.33070 2.08467 -6.20680 0.10 -0.05 1.26 0.13
H 2.32542 3.40799 -3.91778 -0.39 -1.29 -0.59 0.13
H 2.27652 2.31381 -1.85675 -0.04 -0.71 -0.51 0.06
Se -0.42467 3.28232 -1.00428 -0.12 0.35 -0.28 -0.12
C -1.03008 1.69810 -4.32696 -0.73 -0.07 -0.08 -0.24
S -2.41281 0.54477 -4.24794 1.24 -0.23 -0.51 0.92
O -2.86134 0.39350 -5.67057 -0.07 -0.14 0.55 -0.53
C -1.40339 -0.92067 -3.86619 -0.69 -0.33 0.57 -0.37
C -1.47135 -1.93554 -4.78411 -0.22 -0.79 -1.22 -0.09
C -0.75468 -3.12917 -4.56500 -0.14 1.25 0.18 -0.08
C -0.07808 -3.27722 -3.37577 0.41 -0.49 0.33 -0.10
C -0.12816 -2.30393 -2.37139 0.69 -0.26 0.40 -0.11
C -0.77249 -1.11492 -2.62342 -0.37 2.12 0.37 -0.09
H -0.26498 1.45293 -5.03770 0.08 -0.64 -0.48 0.05
H -0.59125 1.95677 -3.38518 0.02 -0.03 0.90 -0.06
H -1.58845 2.53439 -4.67623 -0.09 1.15 -0.33 0.04
H -2.08619 -1.79454 -5.70198 0.67 0.00 0.73 0.12
H -0.64522 -3.85642 -5.34132 -0.21 -0.40 -0.28 0.10
H 0.54490 -4.16194 -3.24201 -0.21 0.10 0.15 0.10
H 0.41904 -2.47194 -1.41800 -0.47 0.25 -0.86 0.09
H -0.78452 -0.21875 -1.91364 0.20 -1.50 -0.79 0.10
```
Forces are in eV/Å.

Kohn-Sham gap, eV: 5.606
E_HOMO, eV: -5.648

Record 4
Formula: C25H49F3N7O6S
Source: the OMol25 dataset
Level of theory: ωB97M-V/def2-TZVPD

Geometry as XYZ:
```
91
Properties=species:S:1:pos:R:3:forces:R:3:lowdin_charge:R:1
N -7.88965 -2.21424 3.10341 0.75 0.09 0.90 0.24
C -6.82925 -2.66813 3.76708 2.18 0.32 0.91 -0.21
N -5.73305 -1.76117 4.18275 -1.55 -2.65 -1.93 0.09
C -4.68797 -2.69042 4.71666 -1.56 -1.77 1.47 -0.12
C -5.00452 -4.07095 3.91762 3.48 1.31 1.11 -0.26
C -4.07703 -5.14876 4.65763 0.16 -0.78 0.46 -0.11
C -2.54499 -5.11479 4.12149 -0.32 0.80 -0.29 -0.08
C -2.36950 -5.92947 2.75663 -1.21 -3.29 -0.18 -0.35
O -2.83049 -7.09366 2.66638 1.56 4.43 0.48 0.07
N -1.71045 -5.31616 1.55419 -1.64 1.30 1.44 0.05
C -2.68819 -4.24584 1.16281 -1.24 1.31 -0.84 -0.21
C -3.90244 -4.72536 0.32350 -0.17 4.40 0.99 0.03
C -4.95760 -3.62443 -0.05335 3.18 0.71 2.42 -0.04
C -4.74535 -2.14537 0.42672 2.12 -2.25 0.84 -0.08
C -3.49510 -1.72031 1.25010 0.00 -3.56 -0.69 -0.08
C -2.44417 -2.79297 1.64146 -3.48 -1.11 -2.32 -0.02
N -6.49129 -4.07006 4.16832 0.12 1.91 -2.55 -0.06
S -7.44691 -5.21680 3.29322 -7.55 1.49 -3.69 0.86
O -7.42052 -5.02565 1.80127 1.90 -0.53 3.73 -0.29
O -8.89658 -5.05016 3.71507 4.85 -0.42 0.32 -0.29
C -7.02277 -7.00875 3.70050 -0.03 -3.10 0.03 -0.44
F -5.97727 -7.40411 2.85415 -2.44 0.90 2.64 0.10
F -6.77729 -7.19834 5.06845 -0.25 0.52 -3.64 0.11
F -8.18579 -7.74853 3.34913 3.40 2.32 0.99 0.10
H -8.29099 -1.31200 3.41431 0.71 -0.54 -0.69 0.17
H -8.27570 -2.67157 2.26578 -0.12 -0.36 1.01 0.15
H -5.36742 -1.38349 3.27931 -0.67 0.23 0.64 0.13
H -3.60440 -2.35736 4.79576 -1.71 -0.09 -0.66 0.15
H -5.08765 -2.91803 5.77588 1.10 0.37 -1.36 0.14
H -4.71266 -3.87428 2.81439 -0.78 -0.78 1.50 0.13
H -4.02804 -4.85191 5.76752 -0.24 -0.53 -1.59 0.13
H -4.47163 -6.22515 4.61638 0.64 1.62 -0.10 0.11
H -1.80554 -5.55130 4.87743 -1.31 0.38 -0.94 0.14
H -2.26956 -3.99690 4.02314 -0.21 -1.86 -0.15 0.10
H -0.81650 -4.88098 1.85180 -0.77 -0.16 -0.24 0.12
H -4.04746 -5.81905 -0.00191 0.46 1.98 0.68 0.13
H -5.88905 -3.91286 -0.63822 1.47 0.52 0.87 0.10
H -5.52814 -1.35491 0.16860 1.31 -1.28 0.29 0.09
H -3.28575 -0.64772 1.59335 -0.58 -1.68 -0.76 0.10
H -1.50803 -2.57856 2.25903 -1.51 -0.11 -1.13 0.11
C 1.51581 1.79310 -1.19708 0.05 0.21 -0.07 -0.06
C 0.16290 1.09311 -1.28073 0.39 -0.22 0.15 -0.42
C -0.40734 0.69209 0.09585 -0.23 -0.08 -0.26 -0.21
O 0.19279 -0.46975 0.66321 -0.18 0.36 0.23 -0.22
C 1.40949 -0.22582 1.35181 0.05 -0.34 -0.08 -0.10
N 0.27968 -0.06530 -2.17523 -0.33 -0.10 0.27 0.04
H 2.33284 1.10391 -0.97410 -0.11 -0.05 0.01 0.07
H 1.75523 2.27138 -2.15064 -0.07 -0.07 0.14 0.08
H 1.50701 2.57261 -0.43069 0.05 -0.05 -0.09 0.06
H -0.53954 1.80357 -1.73033 -0.06 -0.10 0.07 0.14
H -1.46461 0.43794 -0.04061 0.06 -0.12 -0.02 0.10
H -0.37872 1.52964 0.80385 0.18 0.01 0.02 0.12
H 1.40733 0.74110 1.86278 0.01 0.03 -0.10 0.09
H 2.25253 -0.29053 0.66207 0.10 0.18 0.11 0.08
H 1.53666 -1.01160 2.10046 -0.09 0.03 -0.04 0.08
H -0.64402 -0.47777 -2.29763 0.09 0.07 -0.16 0.07
H 0.79950 -0.78558 -1.67331 0.05 0.14 -0.16 0.07
C 4.01807 7.75033 -0.72711 0.05 0.30 -0.01 -0.07
C 4.07581 6.71271 -1.84450 -0.11 -0.16 0.42 -0.43
C 2.71985 6.02992 -2.11965 0.24 -0.13 -0.33 -0.19
O 2.36344 5.02981 -1.16812 -0.25 0.39 -0.07 -0.21
C 1.75670 5.53118 0.01060 0.19 -0.32 0.00 -0.11
N 5.12034 5.73122 -1.53008 -0.20 -0.23 -0.20 0.04
H 3.95835 7.29748 0.26446 -0.01 -0.06 -0.09 0.06
H 4.91868 8.37114 -0.73923 -0.08 -0.14 -0.01 0.08
H 3.15760 8.41423 -0.85268 0.03 -0.05 0.03 0.08
H 4.36641 7.24094 -2.75903 -0.07 -0.14 -0.03 0.14
H 2.79694 5.50663 -3.07844 0.03 -0.07 0.13 0.12
H 1.91337 6.76490 -2.23176 -0.01 0.05 0.17 0.12
H 1.12509 6.40151 -0.18889 0.08 0.04 -0.01 0.09
H 2.51907 5.77540 0.75285 -0.11 0.19 0.09 0.08
H 1.13091 4.73956 0.43070 0.01 0.01 -0.09 0.07
H 5.21442 5.09196 -2.31934 0.14 0.11 -0.06 0.05
H 4.76279 5.13737 -0.78143 0.10 0.17 -0.02 0.07
C 7.91305 4.23726 -4.96767 0.15 0.24 0.10 -0.07
C 7.21764 3.10560 -4.21702 0.05 0.02 -0.43 -0.43
C 7.64181 1.70059 -4.69291 -0.27 -0.10 0.19 -0.20
O 7.04538 1.29363 -5.92038 0.41 0.09 0.23 -0.19
C 7.70301 1.77368 -7.08186 -0.33 -0.11 -0.13 -0.11
N 5.76412 3.29235 -4.31317 -0.06 -0.26 0.14 0.04
H 7.51979 4.37654 -5.97639 -0.01 -0.10 0.06 0.06
H 7.77419 5.18484 -4.43858 -0.04 -0.14 -0.04 0.08
H 8.98894 4.05508 -5.04186 -0.07 0.00 -0.02 0.08
H 7.50559 3.19410 -3.16362 -0.05 -0.11 -0.03 0.13
H 7.29817 0.97605 -3.94682 -0.06 0.01 -0.11 0.12
H 8.73312 1.60322 -4.73950 0.02 0.12 -0.11 0.12
H 8.78708 1.82928 -6.94836 -0.03 0.07 0.06 0.09
H 7.30333 2.74901 -7.36585 0.21 0.09 -0.07 0.07
H 7.49120 1.08097 -7.89934 0.00 -0.02 0.13 0.09
H 5.30651 2.58589 -3.73877 0.01 0.12 0.01 0.07
H 5.48840 3.04403 -5.26363 0.03 0.15 0.11 0.07
```
Forces are in eV/Å.

Kohn-Sham gap, eV: 5.135
E_HOMO, eV: -10.150
Charge: +1

no.,total energy (Ha)
1,-720.14402
2,-1001.99945
3,-7448.08503
4,-2513.89945